1.
34
Properties=species:S:1:pos:R:3:mulliken_charge:R:1 method="wB97M-V/def2-TZVPD" de_lowest_kcal_mol=459.59 energy_ha=-3000.8070 spin_multiplicity=2 lumo_energy_ha="-0.195 / -0.231" charge=+1 homo_energy_ha="-0.4248 / -0.4242"
Cu 3.35623 0.36582 -0.72010 0.625
Cl 1.47849 0.63681 -0.59397 -0.820
C 1.06188 0.15605 2.33831 -0.418
O 1.01329 -1.02080 1.87429 -0.623
N 1.00280 0.37111 3.60387 -0.344
N 1.19466 1.30905 1.65443 -0.261
H 0.77069 -0.23883 4.37471 0.274
H 0.97513 1.32140 3.94489 0.133
H 1.48201 2.06096 2.26448 0.205
H 1.19280 1.54594 0.67261 0.025
C -1.33559 -0.18383 0.93981 -0.019
O -1.46752 0.64548 1.80686 -0.643
N -2.30829 -0.69404 0.31458 -0.244
N -0.16909 -0.46731 0.38337 0.127
H -2.19533 -1.13881 -0.58516 0.253
H -3.26022 -0.63803 0.64743 0.204
H 0.74230 -0.13821 0.66830 0.625
H -0.26953 -1.18590 -0.31922 0.984
C -0.12734 -2.00687 -1.50598 0.109
O -1.29858 -1.50736 -1.44082 -0.733
N 0.15339 -3.20412 -1.96959 -0.390
N 0.97852 -1.42625 -1.06059 -0.581
H -0.51237 -3.78089 -2.46377 0.290
H 1.10186 -3.54715 -1.91637 0.143
H 0.68310 -0.56075 -0.63197 1.758
H 1.92695 -1.77343 -1.05476 0.205
C -1.10437 2.12425 -1.77812 0.330
O -1.62644 2.94770 -2.42704 -0.651
N 0.07087 1.61707 -2.09138 -0.437
N -1.43665 1.85903 -0.54818 -0.238
H 0.60009 1.98642 -2.86830 0.180
H 0.58902 1.03689 -1.44718 0.456
H -0.99222 1.23696 0.11183 0.300
H -2.27053 2.29164 -0.17726 0.175


2.
34
Properties=species:S:1:pos:R:3:mulliken_charge:R:1 method="wB97M-V/def2-TZVPD" de_lowest_kcal_mol=0.00 energy_ha=-1047.9228 lumo_energy_ha=-0.529 charge=+3 homo_energy_ha=-0.6169
Hf -1.41450 2.50736 -0.54858 2.150
F 0.28119 1.11923 0.19399 -0.276
C 3.31481 0.34304 2.50180 0.630
O 3.69579 1.47426 2.20846 -0.538
N 2.03949 -0.09329 2.35869 -0.313
N 4.16494 -0.57985 3.02508 -0.411
H 1.50414 0.38916 1.65584 0.142
H 1.77358 -0.87548 2.93013 0.191
H 5.09661 -0.25149 3.23220 0.253
H 3.99160 -1.56963 3.00916 0.201
C 0.91701 1.08936 -2.91665 0.736
O -0.07588 1.70128 -2.40625 -0.654
N 0.99055 0.63507 -4.16809 -0.369
N 1.90942 0.63820 -2.14620 -0.261
H 1.66752 -0.03863 -4.48208 0.192
H 0.32711 0.89003 -4.88615 0.245
H 2.63143 0.07322 -2.55595 0.209
H 1.78019 0.70993 -1.14734 0.130
C -1.53589 -1.07844 -1.60539 0.696
O -1.82827 -0.02431 -1.00621 -0.387
N -2.37924 -1.59339 -2.53882 -0.449
N -0.35273 -1.71058 -1.64831 -0.316
H -3.26109 -1.10970 -2.60813 0.224
H -2.14434 -2.32451 -3.18514 0.194
H -0.25724 -2.63853 -2.02426 0.250
H 0.39102 -1.39798 -1.04358 0.189
C -2.84800 0.78665 2.08906 0.731
O -2.60646 1.47695 1.04323 -0.675
N -4.00374 0.58348 2.66965 -0.316
N -1.78516 0.19299 2.67849 -0.292
H -4.17471 -0.07545 3.41214 0.224
H -4.80235 1.07574 2.28844 0.266
H -0.95487 0.02199 2.13478 0.196
H -2.05191 -0.34668 3.48597 0.208


3.
34
Properties=species:S:1:pos:R:3:mulliken_charge:R:1 method="wB97M-V/def2-TZVPD" energy_ha=-1944.2917 spin_multiplicity=3 lumo_energy_ha="-0.440 / -0.340" charge=+2 homo_energy_ha="-0.5373 / -0.5808"
V 0.08981 -2.09763 1.76826 1.564
F 0.43923 -0.25824 0.85364 -0.403
C 3.45844 -1.76880 1.50810 0.765
O 2.34576 -2.16211 1.92348 -0.651
N 3.71038 -0.50652 1.39504 -0.366
N 4.40639 -2.56714 1.02986 -0.439
H 4.57578 -0.28120 0.92556 0.206
H 3.00201 0.11101 1.76513 0.218
H 5.37638 -2.29487 1.10116 0.249
H 4.24289 -3.55671 1.14864 0.262
C 0.31899 1.50988 -2.06146 0.802
O -0.48743 0.57458 -2.19854 -0.820
N 0.39841 2.50291 -2.90154 -0.471
N 1.21080 1.65010 -1.14559 -0.378
H -0.38838 2.62604 -3.52276 0.255
H 1.14161 3.17465 -2.77308 0.159
H 1.78611 2.46348 -0.97969 0.197
H 1.32806 0.75096 -0.70074 0.165
C -2.13116 1.95451 1.27860 0.361
O -3.26618 2.32667 1.61154 -0.576
N -1.06668 1.90919 1.96623 -0.256
N -1.98890 1.38988 0.09698 -0.192
H -0.60996 1.03585 1.74533 0.151
H -1.01037 2.33653 2.87963 0.262
H -2.74100 1.49936 -0.56820 0.267
H -1.05049 1.36616 -0.27575 0.231
C -2.50222 -1.89343 -0.50676 0.534
O -1.62002 -2.16880 0.26886 -0.480
N -2.47378 -0.99581 -1.47732 -0.318
N -3.70473 -2.37786 -0.47770 -0.544
H -1.60514 -0.50998 -1.64919 0.401
H -3.27949 -1.03248 -2.08526 0.255
H -4.33955 -1.64588 -0.19253 0.296
H -3.56545 -3.06427 0.24999 0.292


4.
23
Properties=species:S:1:pos:R:3:mulliken_charge:R:1 method="wB97M-V/def2-TZVPD" de_lowest_kcal_mol=73.44 energy_ha=-346.0362 lumo_energy_ha=-0.296 charge=+2 homo_energy_ha=-0.7060
C -2.40243 -0.63322 -0.60796 -1.011
C -1.12812 0.00724 -0.09634 0.370
C -0.32328 0.78338 -0.92409 -0.797
C 0.97498 -0.00637 -1.09433 -0.767
N 2.00895 0.28767 -0.08074 -0.214
N -2.06126 1.28872 1.12073 -0.601
H -2.42129 -1.76081 -0.12000 0.308
H -2.14818 -0.85816 -1.61896 0.380
H -3.37202 -0.12199 -0.47502 0.374
H -0.67835 -0.62294 0.69211 0.416
H -0.72669 1.03279 -1.91314 0.437
H -0.11364 1.79776 -0.53193 0.356
H 1.46387 0.37531 -1.96331 0.437
H 0.84316 -1.13953 -1.26887 0.321
H 2.86775 0.57658 -0.62195 0.419
H 2.31177 -0.59745 0.43899 0.252
H 1.66467 0.78829 0.85135 0.462
H -2.39897 1.79592 0.27162 0.375
H -2.78062 1.00892 1.71854 0.263
H -1.83518 2.09814 1.59324 0.242
H 2.90090 -2.67832 1.52274 0.323
H 4.14858 -1.65886 1.76003 0.339
O 3.20541 -1.76308 1.34731 -0.681


5.
24
Properties=species:S:1:pos:R:3:mulliken_charge:R:1 method="wB97M-V/def2-TZVPD" de_lowest_kcal_mol=26.18 energy_ha=-421.9182 spin_multiplicity=2 lumo_energy_ha="0.131 / 0.125" charge=-1 homo_energy_ha="0.0297 / -0.2134"
N -2.17271 -0.62225 0.99641 -0.650
C 0.40168 -0.40595 2.53165 -1.322
C 0.46371 -0.33526 0.96533 -0.487
C -0.90287 -0.25664 0.24407 -0.299
C -0.87671 -1.06717 -1.09279 -0.660
N -0.66644 -0.15475 -2.23788 -0.780
H -2.15761 0.11785 1.70648 0.522
H -1.85259 -1.44812 1.50445 0.301
H -0.50059 -0.91988 2.82791 0.405
H 1.24381 -1.05883 2.81677 0.352
H 0.68922 0.54670 2.98057 0.309
H 0.99703 -1.20491 0.51568 0.044
H 1.06176 0.52275 0.68559 0.493
H -1.03124 0.82791 0.00077 -0.028
H -0.10751 -1.85634 -1.14324 0.262
H -1.86893 -1.51362 -1.21493 0.408
H -1.48433 0.01452 -2.79209 0.375
H -0.13989 0.68712 -2.04595 0.354
H -0.04433 3.97839 0.09838 0.547
H 1.37496 3.84347 -0.50714 0.577
O 0.88656 4.25033 0.22284 -1.663
H 1.74115 -1.02698 -2.91222 0.373
H 2.36051 -1.61698 -1.63011 0.364
O 2.58538 -1.30134 -2.52056 -0.797


6.
24
Properties=species:S:1:pos:R:3:mulliken_charge:R:1 method="wB97M-V/def2-TZVPD" de_lowest_kcal_mol=25.09 energy_ha=-421.9514 lumo_energy_ha=0.004 charge=0 homo_energy_ha=-0.3447 smiles=NCCCCN.O.O
N 1.53810 -0.94886 -2.63150 -0.694
C 0.90465 0.16174 -1.82366 -0.403
C -0.01498 -0.35013 -0.71073 -0.351
C -1.48685 -0.66325 -0.96061 -0.535
C -2.16759 -0.77950 0.40608 -0.680
N -1.73678 -1.92428 1.19938 -0.616
H 1.84013 -1.64736 -1.95508 0.242
H 0.78350 -1.36356 -3.14741 0.264
H 0.48597 0.80013 -2.60215 0.341
H 1.72418 0.66481 -1.32955 0.215
H 0.06228 0.33811 0.13361 0.254
H 0.50089 -1.24884 -0.35978 0.117
H -1.61659 -1.63473 -1.43018 0.263
H -1.87021 0.17066 -1.54772 0.350
H -2.15227 0.13607 0.99143 0.366
H -3.24477 -0.86705 0.20506 0.300
H -1.03474 -1.62578 1.87081 0.274
H -1.18282 -2.55326 0.62772 0.275
O 1.21722 1.23049 4.91478 -0.632
H 0.96955 0.31227 4.91112 0.319
H 1.29379 1.68219 4.08393 0.313
O 1.52166 3.39815 -0.61613 -0.596
H 1.87989 2.60154 -0.21169 0.305
H 1.78579 4.11042 -0.01774 0.307


7.
24
Properties=species:S:1:pos:R:3:mulliken_charge:R:1 method="wB97M-V/def2-TZVPD" de_lowest_kcal_mol=61.16 energy_ha=-421.8940 lumo_energy_ha=0.034 charge=0 homo_energy_ha=-0.3223 smiles=NCCCCN.O.O
N -0.42910 -0.14123 -2.65564 -0.586
C -1.33055 -0.16876 -1.45343 -0.688
C -0.71922 -0.79807 -0.15144 -1.067
C -0.92385 0.29470 0.95859 -0.944
C 0.29750 1.19538 0.84263 0.016
N 1.28707 0.68784 1.99890 -0.540
H -1.04029 -0.00403 -3.43307 0.227
H 0.04162 -1.00808 -2.78214 0.220
H -2.24978 -0.74785 -1.69325 0.383
H -1.74457 0.78497 -1.16625 0.299
H -1.47648 -1.68902 0.07415 0.260
H 0.19783 -1.17892 -0.32200 0.830
H -0.87133 -0.20387 2.05747 0.612
H -1.72926 0.90895 0.67095 0.326
H 0.88146 1.16624 -0.15340 0.009
H 0.14861 2.24208 1.17681 0.298
H 2.16925 0.65224 1.48002 0.195
H 1.34023 1.17548 2.87792 0.182
O 2.45473 0.64362 -1.66831 -0.671
H 2.76933 1.53772 -1.79509 0.309
H 1.64707 0.52758 -2.15472 0.358
O -0.63374 -1.87595 2.53071 -0.644
H 0.15942 -2.09494 3.04283 0.329
H -0.24596 -1.90606 1.71773 0.287


8.
24
Properties=species:S:1:pos:R:3:mulliken_charge:R:1 method="wB97M-V/def2-TZVPD" de_lowest_kcal_mol=46.62 energy_ha=-421.9171 lumo_energy_ha=0.020 charge=0 homo_energy_ha=-0.3264 smiles=NCCCCN.O.O
N 0.11276 -2.52475 1.08301 -0.556
C -0.80861 -1.42736 0.81645 -0.540
C -0.36895 -0.45643 -0.30164 -0.490
C 0.38684 0.73567 0.37110 -0.574
C 1.81457 0.75810 -0.16209 -0.640
N 2.80691 0.60516 0.88546 -0.620
H 1.02388 -2.28357 1.44082 0.148
H -0.30278 -3.22110 1.67469 0.222
H -1.77912 -1.93386 0.50528 0.322
H -1.08205 -0.80654 1.69077 0.290
H 0.10833 -0.95840 -1.11170 0.500
H -1.31256 -0.02651 -0.71632 0.186
H 0.24522 0.57655 1.44678 0.360
H -0.08832 1.69933 0.32393 0.331
H 2.07592 -0.00082 -0.98983 0.256
H 1.93812 1.66279 -0.74918 0.367
H 3.02231 1.33620 1.52010 0.225
H 2.58527 -0.23262 1.41622 0.201
O -0.88383 0.23992 -4.28140 -0.644
H -1.78909 0.10335 -4.04723 0.318
H -0.07246 0.27425 -3.79547 0.326
O -2.42301 2.17996 0.69577 -0.634
H -3.27487 1.65850 0.74457 0.314
H -1.93447 2.04219 1.53995 0.333